Entry 1:
This record from the Open Molecules 2025 dataset describes a structure of composition C37H40ClF3N5O5S2Sn in a non-equilibrium geometry. The level of theory is wB97M-V/def2-TZVPD.

Positions of all 94 atoms, in Å:
Sn -4.46 -21.32 -7.07
C -1.03 -24.71 -0.93
C -1.48 -24.40 -2.37
C -2.19 -23.28 -2.71
C -2.35 -22.98 -4.04
C -1.84 -23.73 -5.06
C -1.16 -24.86 -4.72
C -1.02 -25.25 -3.38
S -2.02 -23.36 -6.81
O -0.75 -23.79 -7.32
O -3.24 -24.02 -7.31
N -2.33 -21.84 -6.94
C -1.55 -20.73 -6.48
C -2.36 -19.65 -5.76
O -1.79 -18.68 -5.32
O -3.66 -19.79 -5.70
H -1.72 -24.28 -0.20
H -0.09 -24.20 -0.75
H -0.81 -25.73 -0.77
H -2.48 -22.53 -1.96
H -2.98 -22.09 -4.31
H -0.71 -25.51 -5.44
H -0.41 -26.12 -3.11
H -1.12 -20.23 -7.30
H -0.72 -20.98 -5.77
S -3.65 -19.66 -8.93
C -4.25 -20.69 -10.25
C -3.37 -21.54 -10.96
C -3.81 -22.34 -11.97
C -5.16 -22.43 -12.24
C -6.07 -21.72 -11.46
C -5.61 -20.77 -10.51
H -2.33 -21.55 -10.66
H -3.06 -22.94 -12.46
H -5.55 -23.09 -13.05
H -7.13 -21.94 -11.58
H -6.30 -20.13 -9.97
F -8.06 -27.03 -2.87
C -8.26 -25.74 -2.54
F -9.57 -25.49 -2.82
F -8.14 -25.62 -1.22
C -7.28 -24.87 -3.23
C -7.57 -23.55 -3.58
C -6.59 -22.80 -4.16
N -5.36 -23.24 -4.34
C -5.07 -24.54 -4.01
C -6.00 -25.37 -3.44
H -8.59 -23.23 -3.43
H -6.86 -21.79 -4.53
H -4.04 -24.86 -4.04
H -5.82 -26.41 -3.18
C -5.16 -13.05 -6.25
C -4.50 -14.06 -5.33
C -4.69 -13.51 -3.90
C -2.96 -14.12 -5.62
C -5.10 -15.51 -5.47
O -5.36 -15.74 -6.86
C -4.26 -16.66 -4.98
C -3.61 -16.69 -3.56
C -4.52 -17.32 -2.54
C -4.82 -18.71 -2.70
C -5.81 -19.29 -1.92
C -6.53 -18.55 -1.01
Cl -7.70 -19.38 -0.02
C -6.29 -17.21 -0.85
C -5.29 -16.60 -1.60
C -6.55 -15.50 -4.89
N -7.21 -16.77 -5.13
C -7.59 -17.31 -6.26
N -8.37 -18.40 -6.03
C -8.35 -18.48 -4.72
N -7.65 -17.50 -4.08
H -4.77 -12.06 -5.97
H -6.28 -13.01 -6.23
H -4.86 -13.16 -7.31
H -4.16 -12.56 -3.85
H -4.25 -14.12 -3.15
H -5.78 -13.34 -3.72
H -2.52 -13.10 -5.61
H -2.65 -14.59 -6.55
H -2.40 -14.62 -4.86
H -4.75 -16.43 -7.22
H -3.48 -16.87 -5.69
H -4.85 -17.60 -5.04
H -3.09 -15.82 -3.18
H -2.77 -17.43 -3.73
H -4.28 -19.29 -3.42
H -6.15 -20.30 -2.13
H -6.85 -16.64 -0.09
H -5.13 -15.50 -1.58
H -7.11 -14.71 -5.42
H -6.58 -15.31 -3.82
H -7.39 -16.89 -7.18
H -8.87 -19.23 -4.16

Computed properties:
Frontier orbital gap   0.27469 Ha
Charge   -1
Highest occupied orbital energy   -5.30 eV
ΔE to the lowest compared entry with this formula, charge and spin   0.0 kcal/mol
LUMO energy   2.2 eV
Multiplicity   1



Entry 2:
This record from the Open Molecules 2025 dataset describes a structure of composition C37H41AlF5GeN2O2PSe. The level of theory is wB97M-V/def2-TZVPD.

Positions of all 91 atoms, in Å:
Al -0.63 -0.07 0.60
C 1.75 -2.63 -3.36
C 1.39 -1.36 -2.59
C -0.02 -0.93 -2.99
C 1.50 -1.63 -1.08
C 2.92 -1.87 -0.61
O 3.34 -0.56 -0.15
C 2.23 0.12 0.12
N 1.13 -0.44 -0.27
C 2.43 1.40 0.81
C 3.58 1.53 1.58
C 3.85 2.71 2.25
C 2.97 3.77 2.13
C 1.83 3.65 1.35
C 1.53 2.47 0.69
P -0.05 2.29 -0.23
C -1.02 3.75 0.25
C -0.98 4.95 -0.46
C -1.75 6.03 -0.04
C -2.54 5.92 1.10
C -2.58 4.73 1.81
C -1.82 3.64 1.39
C 0.41 2.64 -1.96
C 1.73 2.74 -2.40
C 2.00 2.86 -3.76
C 0.97 2.90 -4.68
C -0.35 2.81 -4.25
C -0.62 2.67 -2.90
H 1.69 -2.45 -4.44
H 1.05 -3.43 -3.12
H 2.76 -3.00 -3.15
H 2.09 -0.56 -2.85
H -0.73 -1.72 -2.75
H -0.07 -0.75 -4.06
H -0.33 -0.02 -2.49
H 0.83 -2.44 -0.80
H 3.61 -2.18 -1.38
H 2.96 -2.55 0.25
H 4.26 0.69 1.65
H 4.73 2.79 2.87
H 3.17 4.70 2.65
H 1.15 4.49 1.29
H -0.36 5.04 -1.34
H -1.72 6.95 -0.59
H -3.14 6.76 1.42
H -3.19 4.64 2.70
H -1.83 2.72 1.95
H 2.55 2.73 -1.69
H 3.03 2.94 -4.09
H 1.19 3.00 -5.74
H -1.16 2.84 -4.96
H -1.65 2.57 -2.57
C -4.90 -2.21 -0.13
N -3.98 -1.10 0.05
C -4.03 -0.44 1.36
C -2.96 -0.97 -0.75
O -2.01 -0.15 -0.61
H -5.91 -1.87 0.11
H -4.61 -3.02 0.53
H -4.87 -2.55 -1.16
H -5.05 -0.09 1.53
H -3.33 0.38 1.40
H -3.74 -1.16 2.12
H -2.99 -1.59 -1.65
F 0.42 -7.06 -3.13
C 0.06 -6.15 -2.23
C -1.16 -5.51 -2.32
F -2.00 -5.83 -3.31
C -1.51 -4.56 -1.38
F -2.73 -4.00 -1.54
C -0.69 -4.17 -0.33
Se -1.16 -2.84 0.96
C 0.53 -4.84 -0.28
F 1.42 -4.53 0.68
C 0.92 -5.80 -1.20
F 2.11 -6.39 -1.10
C 1.90 -1.61 3.03
Ge 0.34 -0.62 3.73
C 1.06 0.66 5.05
C -0.70 -1.93 4.77
C -0.63 0.29 2.38
H 2.43 -2.10 3.85
H 2.61 -0.95 2.53
H 1.58 -2.38 2.32
H 1.60 0.16 5.86
H 0.25 1.24 5.49
H 1.74 1.36 4.55
H -0.12 -2.34 5.60
H -1.03 -2.75 4.13
H -1.59 -1.44 5.19
H -1.35 0.99 2.83

Computed properties:
Frontier orbital gap   0.19503 Ha
Charge   0
Highest occupied orbital energy   -5.52 eV
ΔE to the lowest compared entry with this formula, charge and spin   0.0 kcal/mol
LUMO energy   -0.2 eV
Multiplicity   1



Entry 3:
This record from the Open Molecules 2025 dataset describes a structure of composition C37H41BF2N10O7Ru in a non-equilibrium geometry. The level of theory is wB97M-V/def2-TZVPD.

Positions of all 99 atoms, in Å:
Ru 1.74 -0.55 0.14
C 2.20 2.95 6.86
C 2.94 3.49 5.64
N 2.42 2.94 4.39
C 3.07 1.90 3.81
C 2.69 1.25 2.68
C 3.67 0.17 2.22
O 4.63 -0.04 2.93
O 3.45 -0.43 1.10
C 1.49 1.65 2.04
O 0.99 1.14 1.01
C 0.78 2.78 2.65
C -0.40 3.24 2.05
C -1.08 4.28 2.61
F -2.24 4.68 2.05
C -0.62 4.94 3.75
C 0.55 4.49 4.34
C 1.25 3.40 3.81
N -1.28 6.06 4.33
C -2.13 6.91 3.52
C -2.41 8.19 4.33
N -1.35 8.32 5.38
C -1.50 7.25 6.42
C -1.80 5.93 5.69
H 2.61 3.39 7.77
H 2.30 1.87 6.92
H 1.13 3.18 6.82
H 3.99 3.22 5.69
H 2.90 4.58 5.59
H 3.99 1.58 4.29
H -0.77 2.75 1.16
H 0.92 5.00 5.22
H -3.09 6.46 3.26
H -1.61 7.15 2.59
H -3.36 8.15 4.86
H -2.40 9.09 3.70
H -1.35 9.25 5.80
H -0.45 8.18 4.92
H -2.31 7.55 7.09
H -0.57 7.22 6.98
H -2.88 5.73 5.69
H -1.31 5.11 6.20
C -1.53 -7.20 -1.49
C -1.89 -5.74 -1.31
N -0.70 -4.89 -1.16
C -0.42 -4.35 0.04
C 0.60 -3.48 0.29
C 0.56 -2.80 1.64
O 0.07 -3.39 2.58
O 0.95 -1.55 1.70
C 1.51 -3.18 -0.77
O 2.40 -2.28 -0.73
C 1.30 -3.89 -2.02
C 2.16 -3.62 -3.10
C 1.80 -3.97 -4.35
F 2.66 -3.81 -5.38
C 0.50 -4.47 -4.63
C -0.28 -4.88 -3.56
C 0.12 -4.61 -2.24
N -0.01 -4.42 -5.92
C 0.51 -3.50 -6.92
C -0.67 -3.00 -7.77
N -1.92 -3.12 -6.96
C -2.28 -4.55 -6.78
C -0.99 -5.33 -6.43
H -2.44 -7.79 -1.60
H -0.98 -7.57 -0.63
H -0.92 -7.35 -2.38
H -2.49 -5.59 -0.41
H -2.49 -5.36 -2.13
H -1.10 -4.60 0.85
H 3.10 -3.10 -2.92
H -1.26 -5.27 -3.75
H 1.26 -3.95 -7.57
H 0.97 -2.65 -6.41
H -0.81 -3.59 -8.68
H -0.54 -1.95 -8.05
H -2.69 -2.61 -7.39
H -1.74 -2.66 -6.00
H -2.73 -4.91 -7.70
H -3.02 -4.59 -5.98
H -0.61 -5.85 -7.31
H -1.22 -6.09 -5.69
B 3.44 1.65 -3.70
C 2.89 0.95 -2.39
N 2.46 0.47 -1.44
H 2.71 2.59 -3.92
H 3.40 0.82 -4.58
H 4.58 2.00 -3.46
N -1.58 -0.84 0.53
C -1.14 -1.12 -0.71
O 0.04 -0.87 -1.05
C -2.05 -1.73 -1.63
C -1.75 -1.98 -2.96
N -1.59 -2.19 -4.08
C -3.30 -2.23 -1.17
N -4.29 -2.66 -0.76
H -2.50 -1.13 0.82
H -0.89 -0.63 1.24

Computed properties:
Frontier orbital gap (alpha / beta)   0.22812 / 0.22226 Ha
Charge   +1
Highest occupied orbital energy (alpha / beta)   -9.40 / -9.24 eV
ΔE to the lowest compared entry with this formula, charge and spin   0.0 kcal/mol
LUMO energy (alpha / beta)   -3.2 / -3.2 eV
Multiplicity   2



Entry 4:
This record from the Open Molecules 2025 dataset describes a structure of composition C37H41BN6O12 in a non-equilibrium geometry. The level of theory is wB97M-V/def2-TZVPD.

Positions of all 97 atoms, in Å:
C 1.08 2.75 0.31
N 0.97 3.50 1.61
C 1.91 2.87 2.59
B 1.17 1.58 3.29
C 1.47 1.00 4.78
C 3.09 1.13 5.03
C 3.84 -0.09 4.28
O 5.29 0.15 4.23
C 5.67 0.45 2.86
C 6.05 2.00 2.51
O 5.75 -0.42 1.93
H 2.19 2.68 -0.04
H 0.66 1.68 0.34
H 0.42 3.33 -0.45
H 1.31 4.47 1.48
H 2.88 2.46 2.08
H 2.25 3.57 3.43
H 0.37 1.01 2.60
H 1.24 -0.15 4.80
H 0.84 1.46 5.62
H 3.33 1.00 6.17
H 3.50 2.18 4.75
H 3.49 -0.26 3.19
H 3.56 -1.05 4.87
H 6.75 1.99 1.59
H 6.58 2.42 3.45
H 5.10 2.63 2.34
C 7.54 -0.26 -1.98
C 6.33 -0.21 -1.28
C 5.15 0.09 -1.96
C 5.19 0.34 -3.33
C 6.40 0.30 -4.03
C 7.57 0.00 -3.34
N 3.94 0.64 -4.06
O 2.88 0.71 -3.41
O 4.02 0.83 -5.28
H 8.45 -0.51 -1.45
H 6.30 -0.41 -0.22
H 4.22 0.13 -1.41
H 6.44 0.50 -5.09
H 8.52 -0.04 -3.88
C 2.89 -5.87 -3.08
C 4.02 -5.06 -3.20
C 3.87 -3.68 -3.26
C 2.60 -3.12 -3.20
C 1.47 -3.93 -3.08
C 1.62 -5.31 -3.02
N 2.44 -1.66 -3.24
O 3.47 -0.98 -3.36
O 1.31 -1.20 -3.15
H 3.01 -6.95 -3.02
H 5.01 -5.51 -3.24
H 4.76 -3.06 -3.36
H 0.47 -3.50 -3.04
H 0.75 -5.95 -2.93
C -4.14 5.36 3.86
C -3.14 4.65 3.21
C -2.48 3.62 3.87
C -2.82 3.31 5.19
C -3.82 4.04 5.85
C -4.48 5.06 5.18
N -2.14 2.22 5.88
O -1.26 1.62 5.28
O -2.50 1.96 7.03
H -4.66 6.16 3.34
H -2.88 4.89 2.18
H -1.70 3.07 3.35
H -4.10 3.81 6.88
H -5.26 5.63 5.68
C -3.43 1.01 -5.00
C -2.18 0.44 -4.75
C -2.09 -0.82 -4.17
C -3.25 -1.51 -3.84
C -4.51 -0.94 -4.07
C -4.59 0.32 -4.65
N -3.16 -2.85 -3.25
O -2.05 -3.30 -3.04
O -4.21 -3.43 -3.00
H -3.49 1.99 -5.46
H -1.27 0.98 -5.02
H -1.11 -1.25 -3.99
H -5.42 -1.47 -3.82
H -5.56 0.77 -4.84
C -6.80 -4.15 -0.46
C -6.36 -2.93 -0.98
C -7.12 -1.78 -0.79
C -8.31 -1.85 -0.07
C -8.76 -3.07 0.45
C -8.00 -4.22 0.25
N -9.10 -0.64 0.16
O -8.68 0.41 -0.32
O -10.13 -0.74 0.82
H -6.21 -5.04 -0.61
H -5.43 -2.88 -1.53
H -6.77 -0.84 -1.20
H -9.69 -3.14 1.01
H -8.34 -5.17 0.65

Computed properties:
Frontier orbital gap   0.27268 Ha
Charge   0
Highest occupied orbital energy   -8.27 eV
LUMO energy   -0.9 eV
Multiplicity   1



Entry 5:
This record from the Open Molecules 2025 dataset describes a structure of composition C37H41EuN7O3PS2 in a non-equilibrium geometry. The level of theory is wB97M-V/def2-TZVPD.

Positions of all 92 atoms, in Å:
Eu -0.43 -0.31 -0.50
C -2.66 4.98 0.40
N -2.07 4.61 -0.88
C -1.80 5.47 -1.92
C -1.26 4.75 -2.91
N -1.21 3.42 -2.48
C -1.70 3.36 -1.21
S -1.88 2.08 -0.13
C -0.77 2.37 -3.34
C -0.83 2.61 -4.71
C -0.29 1.69 -5.59
C 0.29 0.55 -5.06
C 0.25 0.37 -3.70
N -0.29 1.24 -2.82
H -2.96 6.02 0.36
H -1.94 4.83 1.21
H -3.52 4.35 0.60
H -1.99 6.53 -1.87
H -0.88 5.09 -3.85
H -1.31 3.50 -5.10
H -0.32 1.86 -6.65
H 0.73 -0.22 -5.70
H 0.66 -0.53 -3.28
C 2.42 -2.47 -1.39
O 2.05 -1.14 -1.00
C 2.95 -0.16 -1.53
C 2.89 1.09 -0.69
O 1.54 1.53 -0.51
C 1.52 2.69 0.33
H 3.39 -2.72 -0.95
H 2.48 -2.55 -2.47
H 1.66 -3.14 -1.01
H 2.70 0.04 -2.57
H 3.98 -0.54 -1.49
H 3.46 1.87 -1.20
H 3.34 0.90 0.28
H 2.30 3.39 0.02
H 1.69 2.41 1.38
H 0.55 3.16 0.24
N -0.97 -2.77 0.76
C -0.80 -2.99 2.18
C -1.43 -4.05 2.82
C -1.25 -4.26 4.17
C -0.43 -3.40 4.90
C 0.19 -2.34 4.27
C 0.00 -2.12 2.91
P 0.76 -0.68 2.07
C 2.54 -1.03 2.31
C 3.46 -0.01 2.49
C 4.82 -0.30 2.62
C 5.25 -1.61 2.56
C 4.34 -2.64 2.36
C 2.98 -2.35 2.24
C 0.32 0.64 3.26
C -0.98 1.14 3.13
C -1.45 2.10 4.00
C -0.63 2.57 5.02
C 0.65 2.06 5.17
C 1.13 1.09 4.30
H -0.40 -3.44 0.25
H -1.92 -2.98 0.50
H -2.05 -4.74 2.24
H -1.73 -5.09 4.66
H -0.29 -3.56 5.96
H 0.82 -1.66 4.84
H 3.13 1.02 2.56
H 5.52 0.51 2.77
H 6.30 -1.84 2.67
H 4.67 -3.66 2.32
H 2.27 -3.16 2.10
H -1.63 0.74 2.36
H -2.46 2.47 3.90
H -1.00 3.32 5.71
H 1.28 2.41 5.97
H 2.12 0.69 4.44
N -0.72 -1.97 -2.05
C -0.61 -2.83 -2.83
C -0.40 -3.76 -3.80
C -0.65 -5.13 -3.56
N -0.86 -6.23 -3.29
C 0.13 -3.23 -5.00
N 0.58 -2.67 -5.91
C -5.30 -1.22 -1.03
S -3.61 -1.43 -1.62
C -3.70 -0.24 -2.98
O -2.76 -0.74 -0.56
H -5.38 -0.23 -0.59
H -5.50 -1.98 -0.28
H -5.98 -1.34 -1.87
H -4.35 -0.66 -3.75
H -2.69 -0.12 -3.38
H -4.09 0.70 -2.61

Computed properties:
Frontier orbital gap (alpha / beta)   0.22465 / 0.28885 Ha
Charge   +2
Highest occupied orbital energy (alpha / beta)   -12.83 / -12.85 eV
ΔE to the lowest compared entry with this formula, charge and spin   6.8 kcal/mol
LUMO energy (alpha / beta)   -6.7 / -5.0 eV
Multiplicity   7